This record from the OMol25 dataset describes a structure of composition C35H37Cl4F2FeN6O5 at a distorted geometry. The level of theory is the ωB97M-V functional and the def2-TZVPD basis.

Its expectation value of S² is 0.809. As for the relative energy (zero: lowest compared OMol25 entry of this formula, charge and spin): 28.3 kJ/mol. As for the spin multiplicity: 2. The calculation puts the HOMO energy (alpha / beta) at -5.093 / -5.077 eV. The total energy is -145982.769 eV. The gap between HOMO and LUMO (alpha / beta) comes out at 3.419 / 3.403 eV.

Each line ends with the Mulliken charge.
Geometry (Å):
Fe1 1.87976 -0.21728 -1.95968  0.302
Cl1 -4.15398 -3.05355 -1.50280  -0.233
C1 -2.78761 -2.16182 -2.09424  0.406
C2 -2.94649 -1.21704 -3.08879  0.335
Cl2 -4.51373 -0.90353 -3.75891  -0.237
C3 -1.83330 -0.48902 -3.54274  -0.200
Cl3 -2.00891 0.72506 -4.76999  -0.235
C4 -0.55981 -0.68602 -3.01358  -0.532
O1 0.49118 -0.01143 -3.37135  -0.137
C5 -0.39699 -1.66761 -1.95712  0.541
O2 0.79144 -1.80069 -1.44725  -1.158
C6 -1.51471 -2.38678 -1.54277  0.349
Cl4 -1.29373 -3.54514 -0.26709  -0.251
F1 -4.14555 0.39967 0.29768  -0.384
C7 -3.02166 0.66744 0.99709  0.098
C8 -1.82553 0.68915 0.33716  -0.571
C9 -0.66028 0.99526 1.03632  0.570
C10 0.60264 0.99113 0.30020  1.014
O3 0.54792 0.86650 -0.92160  0.010
C11 1.79890 1.13075 1.08165  0.159
C12 1.67097 1.43772 2.39276  -0.571
N1 0.48740 1.50732 3.07676  0.449
C13 0.47011 1.94803 4.44455  -0.220
C14 1.54318 1.48283 5.37475  -1.031
C15 0.14443 0.96318 5.53443  -0.503
C16 -0.70425 1.26156 2.40827  -0.399
C17 -1.94085 1.22937 3.06136  -0.263
C18 -3.10457 0.93075 2.36497  -1.645
N2 -4.32589 0.85206 3.09925  0.336
C19 -4.73884 2.04183 3.82742  -0.661
C20 -5.38945 1.57103 5.14116  -0.742
N3 -5.82860 0.15193 4.91739  -0.154
C21 -6.54593 0.04296 3.60600  -0.686
C22 -5.48429 0.19840 2.50068  -0.746
C23 3.20112 0.96368 0.49920  -0.138
O4 4.13484 1.46055 1.12324  -0.776
O5 3.28090 0.25982 -0.55881  -0.797
H1 -1.76912 0.47326 -0.72560  0.652
H2 2.56651 1.63684 2.96543  0.752
H3 0.11264 2.96474 4.57345  0.425
H4 1.91903 2.19889 6.09063  0.258
H5 2.28266 0.79403 4.99321  0.335
H6 -0.44687 1.30842 6.37230  0.309
H7 -0.03412 -0.05897 5.22913  0.259
H8 -1.98834 1.38615 4.13020  0.838
H9 -5.44453 2.64418 3.24072  0.299
H10 -3.88087 2.67090 4.04768  0.507
H11 -6.26923 2.15306 5.40902  0.367
H12 -4.69109 1.56164 5.97598  0.427
H13 -6.37432 -0.20734 5.69768  0.310
H14 -4.96629 -0.39434 4.81897  0.372
H15 -7.28819 0.83897 3.59276  0.333
H16 -7.05466 -0.91665 3.55896  0.376
H17 -5.92166 0.75810 1.67078  0.440
H18 -5.18496 -0.77925 2.12497  0.531
C24 2.07156 -4.52150 -3.59396  -0.958
N4 2.63581 -3.21483 -3.89634  0.193
C25 1.71408 -2.35426 -4.61762  -1.448
C26 3.49643 -2.63881 -3.00246  0.670
N5 3.37038 -1.41508 -2.63029  0.165
N6 4.50059 -3.47090 -2.52261  0.127
C27 5.25481 -4.29056 -3.45365  -1.217
C28 5.26507 -3.02397 -1.37781  -1.130
H19 1.16606 -4.41143 -2.98659  0.154
H20 2.78201 -5.13564 -3.04941  0.389
H21 1.80879 -5.02366 -4.52714  0.319
H22 1.47118 -2.83472 -5.56812  0.364
H23 2.17322 -1.38748 -4.80358  0.302
H24 0.79043 -2.18889 -4.05785  0.709
H25 4.16080 -1.09043 -2.08340  0.314
H26 4.68366 -4.44187 -4.36426  0.386
H27 5.47772 -5.26392 -3.01038  0.329
H28 6.20502 -3.80896 -3.71668  0.364
H29 6.02194 -2.27139 -1.63862  0.383
H30 5.78140 -3.88368 -0.94928  0.319
H31 4.60250 -2.60217 -0.62382  0.316
F2 0.63027 5.32038 -0.31235  -0.426
C29 1.21129 4.40268 -1.12970  0.597
C30 2.51447 4.01306 -0.87116  -0.596
C31 3.09371 3.06698 -1.69168  -0.381
C32 2.37470 2.48512 -2.76293  1.145
C33 2.93021 1.45356 -3.54803  -1.847
C34 1.05026 2.93432 -2.99286  -0.432
C35 0.47341 3.88834 -2.18354  -0.561
H32 3.05049 4.43138 -0.02969  0.438
H33 4.09562 2.71873 -1.47552  0.292
H34 3.96365 1.16226 -3.42757  0.249
H35 2.36217 1.04810 -4.37167  0.534
H36 0.47385 2.46722 -3.77988  0.400
H37 -0.54399 4.22128 -2.34135  0.449

This record from the OMol25 dataset describes a cluster of 4 separate species, C19H22O7 in total at a distorted geometry. The level of theory is the ωB97M-V functional and the def2-TZVPD basis.

As for the relative energy (zero: lowest compared OMol25 entry of this formula, charge and spin): 0.0 kJ/mol. As for the spin multiplicity: 1. The calculation puts the HOMO energy at -7.598 eV. Its SMILES is Oc1ccc(O)cc1.Oc1ccc(O)cc1.Oc1ccc(O)cc1.CO. The total energy is -34386.970 eV. The gap between HOMO and LUMO comes out at 7.917 eV.

Each line ends with the natural charge from an NBO analysis.
Geometry (Å):
O1 -3.32550 -2.75692 -1.60944  -0.664
C1 -2.60850 -3.81092 -1.91344  0.294
C2 -2.99250 -4.46192 -3.12644  -0.244
C3 -2.13950 -5.39592 -3.72544  -0.260
C4 -1.02450 -5.77892 -2.95944  0.243
O2 -0.21750 -6.83092 -3.42744  -0.693
C5 -0.71450 -5.24492 -1.72344  -0.239
C6 -1.50950 -4.19092 -1.19044  -0.291
H1 -3.04650 -2.47092 -0.69244  0.491
H2 -3.96450 -4.10692 -3.49444  0.224
H3 -2.49650 -5.90392 -4.64744  0.224
H4 -0.28550 -7.06692 -4.26844  0.469
H5 0.23150 -5.36892 -1.04944  0.233
H6 -1.20950 -3.63592 -0.37344  0.206
O3 5.60450 4.68808 2.84256  -0.684
C7 4.78250 4.39308 1.78556  0.285
C8 3.37650 4.31008 2.13656  -0.257
C9 2.46350 4.17108 1.09256  -0.268
C10 2.83650 4.15308 -0.24344  0.272
O4 2.02750 3.79508 -1.37444  -0.696
C11 4.29950 4.23008 -0.58044  -0.272
C12 5.21950 4.41208 0.45656  -0.262
H7 5.26350 4.24208 3.75356  0.489
H8 2.97850 4.25908 3.16256  0.222
H9 1.33950 4.26608 1.31356  0.231
H10 2.71850 4.02208 -2.03644  0.487
H11 4.68450 4.28908 -1.62244  0.217
H12 6.34250 4.80708 0.24956  0.242
O5 -0.48750 2.43508 -1.80344  -0.703
C13 -1.13850 1.42508 -1.14244  0.286
C14 -2.48250 1.56408 -0.62244  -0.233
C15 -3.00850 0.54508 0.08256  -0.260
C16 -2.20050 -0.55392 0.41656  0.268
O6 -2.75550 -1.43092 1.24256  -0.676
C17 -0.91150 -0.72392 -0.11844  -0.269
C18 -0.39350 0.30308 -0.89344  -0.252
H13 0.41750 2.54708 -1.54344  0.504
H14 -2.81650 2.52008 -0.72944  0.223
H15 -3.91550 0.52408 0.66356  0.194
H16 -3.46250 -0.97992 1.70256  0.480
H17 -0.20950 -1.48392 0.05256  0.222
H18 0.59750 0.11908 -1.21744  0.215
C19 -1.15750 0.20908 4.27156  -0.260
O7 -0.77950 -1.01092 4.97556  -0.706
H19 -0.38450 0.43708 3.65656  0.171
H20 -1.02150 1.09508 4.86056  0.168
H21 -2.14250 0.23308 3.71056  0.176
H22 -0.38150 -0.78692 5.70056  0.451

This record from the OMol25 dataset describes the ion C5H6N4 with charge +2 at a distorted geometry. The level of theory is the ωB97M-V functional and the def2-TZVPD basis.

The total charge is +2. As for the relative energy (zero: lowest compared OMol25 entry of this formula, charge and spin): 153.6 kJ/mol. As for the spin multiplicity: 1. The calculation puts the HOMO energy at -19.370 eV. Its SMILES is C=[N+]=C[C@H]1N/C1=N/C#[NH+]. The total energy is -11219.687 eV. The gap between HOMO and LUMO comes out at 10.023 eV.

Each line ends with the natural charge from an NBO analysis.
Geometry (Å):
C1 0.53353 -1.59522 -2.78546  0.130
N1 0.45225 -1.11626 -1.65983  -0.211
C2 0.36681 -0.67795 -0.49099  0.204
C3 -0.82771 0.06079 0.08303  -0.109
N2 -1.51384 -0.80283 1.14451  -0.441
C4 -0.78060 0.17355 1.51683  0.555
N3 -0.34530 1.08673 2.31374  -0.477
C5 0.34784 1.97542 1.85093  0.714
N4 1.16198 2.77520 1.74466  -0.463
H1 0.98233 -0.98826 -3.63475  0.292
H2 0.24449 -2.60609 -2.89213  0.269
H3 1.09648 -0.87784 0.23827  0.250
H4 -1.38723 0.54389 -0.61561  0.261
H5 -1.99145 -1.61475 1.62570  0.512
H6 1.66044 3.66364 1.56109  0.514

This record from the OMol25 dataset describes a structure of composition C24H29CsN6O6S2. The level of theory is the ωB97M-V functional and the def2-TZVPD basis.

The total charge is -2. As for the relative energy (zero: lowest compared OMol25 entry of this formula, charge and spin): 72.7 kJ/mol. As for the spin multiplicity: 1. The calculation puts the HOMO energy at -1.651 eV. The total energy is -68805.776 eV. The gap between HOMO and LUMO comes out at 5.378 eV.

Each line ends with the Mulliken charge.
Geometry (Å):
Cs1 1.50811 0.56209 1.65617  1.129
N1 1.30129 -2.94193 -0.17248  -0.346
C1 2.70013 -3.11751 0.25630  -0.442
C2 2.98951 -2.30246 1.53293  0.405
O1 1.97576 -2.07796 2.28230  -0.939
N2 4.23475 -1.97486 1.67810  -0.599
C3 4.62938 -1.36087 2.93369  -0.084
C4 4.87655 0.17099 2.92826  0.290
O2 5.80799 0.58724 3.65017  -0.806
O3 4.08419 0.88333 2.24844  -0.753
H1 0.90181 -3.83928 -0.41384  0.063
H2 0.81188 -2.63126 0.67014  0.255
H3 2.91897 -4.16735 0.49495  0.175
H4 3.39427 -2.80202 -0.52211  0.239
H5 3.87843 -1.53097 3.72127  0.155
H6 5.56818 -1.81034 3.26542  0.304
O4 -0.61299 6.67843 1.17126  -0.728
C5 -1.49593 5.96296 0.46658  0.377
C6 -2.58437 6.63718 -0.09799  -0.719
C7 -3.54129 5.95538 -0.82750  -0.197
C8 -3.43695 4.58113 -1.01080  -0.830
C9 -2.35670 3.91238 -0.45556  -0.304
C10 -1.37513 4.56832 0.27859  0.211
C11 -0.23287 3.73788 0.81989  0.481
O5 -0.22213 2.50674 0.60536  -0.744
N3 0.67196 4.45659 1.48481  -0.544
N4 1.67045 3.70712 2.08472  -0.362
C12 2.69696 4.35969 2.43662  0.181
S1 2.84069 6.12617 2.16295  -0.189
C13 4.50595 6.25007 2.86861  -0.463
C14 4.62990 5.18549 3.94117  -0.644
S2 4.09486 3.60885 3.21974  0.046
H7 0.07150 5.99637 1.50907  0.595
H8 -2.65187 7.70717 0.05783  0.377
H9 -4.37598 6.50094 -1.25459  0.335
H10 -4.18477 4.04139 -1.57848  0.396
H11 -2.24004 2.84225 -0.57504  0.404
H12 4.62186 7.26044 3.26643  0.336
H13 5.24642 6.08579 2.08503  0.261
H14 4.02271 5.44277 4.81166  0.267
H15 5.66482 5.04362 4.25623  0.344
C15 -1.28483 -5.67117 -0.76888  -1.043
C16 -1.20248 -4.90033 -2.07823  -0.973
N5 -2.51250 -4.65770 -2.67718  0.292
C17 -3.20804 -5.81076 -3.23684  -0.826
C18 -4.50741 -6.12227 -2.50697  -1.126
C19 -3.00196 -3.42904 -3.01076  0.372
O6 -3.94524 -3.31176 -3.78556  -0.670
C20 -2.36842 -2.22367 -2.39587  0.486
C21 -2.05622 -1.12949 -3.19111  -0.565
C22 -1.49673 -0.01796 -2.59185  -0.521
C23 -1.28715 -0.02588 -1.21671  -0.142
N6 -1.63309 -1.04867 -0.43704  -0.457
C24 -2.15161 -2.11829 -1.02702  -0.107
H16 -0.28384 -5.88866 -0.39471  0.466
H17 -1.80560 -6.62204 -0.90365  0.398
H18 -1.81067 -5.09799 -0.00528  0.159
H19 -0.60478 -5.47067 -2.79795  0.298
H20 -0.69551 -3.94917 -1.93154  0.674
H21 -2.52708 -6.66105 -3.17163  0.440
H22 -3.41332 -5.61973 -4.29165  0.406
H23 -4.31705 -6.33228 -1.45340  0.274
H24 -4.99328 -6.99373 -2.95096  0.376
H25 -5.18668 -5.27418 -2.57716  0.309
H26 -2.25063 -1.16607 -4.25581  0.437
H27 -1.21353 0.85192 -3.16907  0.462
H28 -0.82467 0.82962 -0.73642  0.265
H29 -2.42594 -2.94098 -0.37308  0.383

This record from the OMol25 dataset describes a cluster of 2 separate species, C5H8NO in total at a distorted geometry. The level of theory is the ωB97M-V functional and the def2-TZVPD basis.

Its expectation value of S² is 2.011. The total charge is +1. As for the relative energy (zero: lowest compared OMol25 entry of this formula, charge and spin): 491.1 kJ/mol. As for the spin multiplicity: 3. The calculation puts the HOMO energy (alpha / beta) at -11.269 / -12.577 eV. The total energy is -8835.463 eV. The gap between HOMO and LUMO (alpha / beta) comes out at 7.484 / 7.135 eV.

Each line ends with the Mulliken charge.
Geometry (Å):
C1 -0.75378 -2.96400 -0.57829  -0.213
C2 -0.53363 -1.96247 0.20915  -0.180
C3 -0.36006 -3.24890 0.96474  -0.465
C4 -0.39087 0.57278 0.69581  -0.377
C5 -0.06374 1.28930 -0.48385  0.198
N1 0.42863 2.79892 -0.61210  -0.296
O1 -1.34644 1.19151 -0.08456  -0.311
H1 -0.76804 -3.46339 -1.50287  0.363
H2 -1.23643 -3.49419 1.49178  0.229
H3 0.60810 -3.73279 1.30994  0.245
H4 -0.12074 0.70475 1.70237  0.392
H5 0.17778 0.89371 -1.51716  0.307
H6 -0.08374 3.18707 -1.33785  0.336
H7 1.42532 2.77236 -0.97427  0.383
H8 0.43075 3.09091 0.39332  0.391

This record from the OMol25 dataset describes a structure of composition C24H15N9O6S4W. The level of theory is the ωB97M-V functional and the def2-TZVPD basis.

The total charge is +2. As for the relative energy (zero: lowest compared OMol25 entry of this formula, charge and spin): 16.4 kJ/mol. As for the spin multiplicity: 1. The calculation puts the HOMO energy at -14.149 eV. The total energy is -95981.168 eV. The gap between HOMO and LUMO comes out at 5.724 eV.

Each line ends with the natural charge from an NBO analysis.
Geometry (Å):
W1 0.48886 -0.28276 -0.28830  1.608
O1 4.14831 2.11869 4.04980  -0.359
C1 3.35730 1.69132 3.27837  0.392
C2 2.86150 2.40151 1.97228  0.414
O2 3.18021 3.47701 1.56785  -0.413
C3 1.92235 1.41626 1.40684  0.123
C4 1.77387 0.29563 2.15015  0.248
O3 0.93049 -0.59838 1.70245  -0.671
C5 2.65286 0.29862 3.35341  0.412
O4 2.82010 -0.57637 4.14769  -0.414
O5 1.19833 1.40348 0.26963  -0.598
N1 0.15032 -3.15847 -2.69658  -0.787
C6 -0.91180 -2.88913 -1.91831  0.288
N2 -0.96706 -1.96718 -0.96264  -0.582
C7 -2.18935 -2.03640 -0.29514  0.084
C8 -3.03796 -2.98942 -0.72732  -0.399
S1 -2.33099 -3.85898 -2.03492  0.508
C9 -2.38260 -1.04820 0.74826  0.102
C10 -3.38969 -0.91211 1.62785  -0.381
S2 -3.17120 0.50928 2.57380  0.536
C11 -1.71364 0.85573 1.73472  0.300
N3 -1.38905 -0.07313 0.83499  -0.566
N4 -1.02328 1.97517 1.98615  -0.764
H1 0.87056 -2.45179 -2.77914  0.417
H2 0.03085 -3.78316 -3.47844  0.428
H3 -4.03443 -3.20547 -0.38305  0.279
H4 -4.24672 -1.54654 1.77269  0.276
H5 -1.41382 2.64239 2.63361  0.433
H6 -0.43168 2.35827 1.26410  0.431
S3 1.47878 -0.20600 -2.45939  0.181
C12 0.43540 0.49810 -3.64107  -0.142
C13 0.79454 0.54308 -4.99092  -0.163
C14 -0.04354 1.17971 -5.88532  -0.092
C15 0.30557 1.19976 -7.27901  0.220
N5 0.60341 1.18298 -8.38624  -0.184
C16 -1.22978 1.79571 -5.43155  -0.076
C17 -1.57072 1.76291 -4.09256  -0.145
C18 -0.72636 1.10551 -3.19492  -0.221
S4 -1.11931 1.01364 -1.51435  0.204
C19 -2.10024 2.46445 -6.35873  0.218
N6 -2.79975 2.99159 -7.09913  -0.178
H7 1.71078 0.09082 -5.34438  0.254
H8 -2.48007 2.24325 -3.75979  0.259
C20 5.14059 -1.86487 -0.08907  -0.406
N7 3.85614 -2.59081 -0.02018  -0.358
C21 3.78272 -3.94439 0.17759  0.136
C22 2.60117 -4.57993 0.31677  -0.331
C23 1.40154 -3.80389 0.28294  0.507
N8 1.49862 -2.49460 -0.00217  -0.569
C24 2.69642 -1.92300 -0.10730  0.793
O6 2.63903 -0.66332 -0.28233  -0.642
N9 0.22136 -4.34701 0.53741  -0.716
H9 5.92592 -2.59554 -0.25613  0.240
H10 5.30821 -1.33870 0.84792  0.239
H11 5.10334 -1.16081 -0.91549  0.247
H12 4.73163 -4.45999 0.22526  0.258
H13 2.56966 -5.64489 0.48718  0.268
H14 0.15346 -5.31716 0.80033  0.434
H15 -0.60192 -3.77366 0.63571  0.423

Among the records above, which one has the lowest relative energy (zero: lowest compared OMol25 entry of this formula, charge and spin)?
C19H22O7

Look up the total energy of the fourth one.
-68805.776 eV